# 1
Computed, not measured: C14H11F3N5O7RhS as an isolated structure in a non-equilibrium geometry, with the ωB97M-V functional and the def2-TZVPD basis.

XYZ file:
```
42
Properties=species:S:1:pos:R:3
Rh 0.0332 -1.2476 0.8851
O 4.2471 -4.5912 -2.0781
C 3.2846 -3.9180 -1.3484
C 2.9607 -4.1843 0.0062
C 1.9287 -3.4476 0.5451
N 1.3956 -2.3509 -0.0524
C 1.7380 -2.0532 -1.3468
C 2.6891 -2.8213 -2.0124
C 0.9799 -0.8866 -1.8995
O 1.2094 -0.5781 -3.0545
O 0.0942 -0.3063 -1.0782
C 1.4481 -3.6595 1.9252
O 1.8507 -4.6134 2.5835
O 0.6596 -2.6421 2.3452
H 4.5059 -5.4240 -1.6247
H 3.5178 -4.9161 0.5759
H 2.9930 -2.5869 -3.0091
F -3.3300 4.2793 -2.7504
C -3.3970 4.3058 -1.3693
F -2.6555 5.3947 -0.9714
F -4.6690 4.6583 -1.0871
C -2.9970 3.0131 -0.7441
C -2.7877 1.8680 -1.5109
C -2.5705 0.6755 -0.8380
N -2.3580 0.7040 0.5500
C -2.7201 1.7902 1.3024
C -3.0487 2.9752 0.6705
H -2.8612 1.8694 -2.6036
H -2.5691 -0.2781 -1.3448
H -2.8341 1.6746 2.3803
H -3.3855 3.7962 1.2777
O -2.9025 -0.4582 3.5893
S -1.6510 -0.3024 2.8089
N -1.7839 -0.4797 1.2109
N 2.1870 2.2160 1.9627
C 1.5826 1.3757 1.0951
N 0.8788 1.9037 0.0723
O 1.6721 0.1099 1.3237
H 2.0848 3.2374 1.9609
H 2.9101 1.8478 2.5359
H 1.0626 2.8560 -0.2233
H 0.6075 1.1945 -0.6598
```

Computed properties:
<S²> = 6.021
LUMO energy (spin up / spin down) = -1.769 / -1.805 eV
multiplicity = 5
orbital gap (spin up / spin down) = 5.2 / 6.8 eV

Charges per atom according to Löwdin partitioning, unit e: 1.15 0.05 -0.23 0.09 -0.17 -0.01 -0.13 0.09 -0.54 0.08 -0.23 -0.54 0.06 -0.20 0.13 0.13 0.13 0.11 -0.52 0.12 0.14 -0.09 0.04 0.02 -0.08 -0.04 0.05 0.14 0.14 0.09 0.13 -0.50 0.84 -0.47 0.17 -0.59 0.17 -0.11 0.12 0.10 0.11 0.07

=====

# 2
Computed, not measured: C30H33AgN8S3 as an isolated structure, with the ωB97M-V functional and the def2-TZVPD basis.

XYZ file:
```
75
Properties=species:S:1:pos:R:3
Ag 0.5887 -0.4348 0.0593
N -9.3646 2.9173 1.5249
C -8.2832 2.5565 1.3805
C -6.9192 2.1015 1.1984
C -6.3108 2.1905 -0.0487
C -5.0136 1.7358 -0.2201
C -4.2889 1.1931 0.8425
C -4.9127 1.1202 2.0877
C -6.2128 1.5636 2.2681
C -2.8912 0.7014 0.6445
C -2.6183 0.0268 -0.5622
C -3.5657 -0.6783 -1.3724
C -2.8613 -1.1603 -2.4538
C -1.5234 -0.7003 -2.2780
N -1.3640 -0.0150 -1.1594
C -1.9721 0.9395 1.6633
C -2.0569 1.9330 2.7062
C -0.9421 1.7613 3.4818
C -0.2290 0.6536 2.9099
N -0.8174 0.1794 1.8370
H -6.8535 2.6254 -0.8780
H -4.5292 1.8249 -1.1828
H -4.3714 0.6812 2.9143
H -6.6917 1.4811 3.2353
H -4.6066 -0.8511 -1.1380
H -3.2395 -1.7599 -3.2701
H -0.6907 -0.8046 -2.9637
H -2.8040 2.7087 2.7929
H -0.6629 2.3215 4.3640
H 0.6758 0.1839 3.2782
S 5.3343 -2.3046 1.5241
C 4.0464 -1.4381 0.7988
S 2.5193 -1.3282 1.6553
S 4.2788 -0.5655 -0.6795
N 1.4497 1.8408 -0.2955
C 2.3144 2.2459 0.3546
N 3.3295 2.7085 1.0771
C 4.0451 1.8216 2.0021
C 3.6280 2.1357 3.4326
C 3.8471 3.6204 3.7410
C 3.0629 4.4828 2.7470
C 3.4711 4.1328 1.3167
H 5.1170 1.9946 1.8644
H 3.8344 0.7867 1.7297
H 4.1845 1.4999 4.1243
H 2.5639 1.8970 3.5395
H 4.9151 3.8535 3.6502
H 3.5476 3.8544 4.7664
H 3.2340 5.5492 2.9286
H 1.9927 4.2861 2.8646
H 4.5248 4.3968 1.1647
H 2.8763 4.6773 0.5849
C 1.7535 -2.2887 -5.0367
C 2.7263 -1.7206 -4.0194
N 2.0227 -1.6074 -2.7661
C 1.2934 -2.6701 -2.2788
N 0.9039 -2.6215 -1.0664
C 0.2050 -3.7310 -0.4647
C 0.4239 -5.0328 -1.2202
C 0.1732 -4.7842 -2.6992
N 1.0406 -3.7170 -3.1601
C 1.3488 -3.6803 -4.5789
H 2.1951 -2.3443 -6.0348
H 0.8757 -1.6381 -5.0783
H 3.0736 -0.7277 -4.3040
H 3.6095 -2.3731 -3.9494
H 2.4993 -1.0952 -2.0166
H -0.8689 -3.5019 -0.4201
H 0.5570 -3.8169 0.5658
H -0.2337 -5.8230 -0.8469
H 1.4601 -5.3558 -1.0888
H -0.8834 -4.5291 -2.8668
H 0.3981 -5.6778 -3.2889
H 0.4724 -4.0278 -5.1377
H 2.1693 -4.3790 -4.7955
```

Computed properties:
net charge = -2
LUMO energy = 3.596 eV
orbital gap = 3.8 eV

Charges per atom according to Löwdin partitioning, unit e: 0.56 0.12 -0.19 -0.25 -0.03 -0.01 -0.14 -0.02 -0.03 -0.05 -0.29 -0.09 -0.11 -0.20 0.02 -0.28 -0.08 -0.10 -0.20 0.02 0.11 0.12 0.12 0.11 0.09 0.07 0.08 0.09 0.07 0.06 0.17 -1.87 0.29 0.29 0.12 -0.31 -0.09 -0.17 -0.17 -0.21 -0.19 -0.17 0.13 0.01 0.12 0.10 0.10 0.10 0.10 0.11 0.12 0.12 -0.18 -0.21 0.03 -0.40 0.03 -0.24 -0.17 -0.18 -0.05 -0.19 0.10 0.11 0.12 0.12 -0.02 0.11 0.10 0.10 0.12 0.12 0.11 0.11 0.11

=====

# 3
Computed, not measured: C21H24N2OP2STi as an isolated structure in a non-equilibrium geometry, with the ωB97M-V functional and the def2-TZVPD basis.

XYZ file:
```
52
Properties=species:S:1:pos:R:3
C -1.4839 3.4148 -1.7433
C -1.2901 2.0603 -1.5230
C -0.0183 1.4697 -1.7998
C 1.0592 2.2910 -2.2826
C 0.8004 3.6664 -2.5128
C -0.4370 4.2107 -2.2342
C 2.3055 1.6719 -2.4393
C 2.4798 0.2993 -2.2085
C 1.3470 -0.4506 -1.7288
C 1.4795 -1.8428 -1.4136
C 2.7090 -2.4595 -1.5743
C 3.8136 -1.7369 -2.0636
C 3.7081 -0.3938 -2.3772
H -2.4618 3.8495 -1.5306
H 1.6121 4.2816 -2.8921
H -0.6221 5.2664 -2.3983
H 3.1545 2.2552 -2.7957
H 2.7949 -3.5167 -1.3118
H 4.7582 -2.2646 -2.1738
H 4.5695 0.1585 -2.7488
N 0.1828 0.1746 -1.4860
Ti -0.0362 -0.0801 1.9152
C -2.3360 1.1881 -0.8739
H -2.3307 0.1707 -1.3029
H -3.3405 1.6372 -0.9291
C 0.2789 -2.5596 -0.8204
H -0.6479 -2.1674 -1.2662
H 0.3446 -3.6424 -1.0067
P -1.9186 0.9694 0.9075
P 0.0986 -2.3242 0.9980
C 1.3703 -3.4289 1.6635
H 1.2900 -3.4414 2.7585
H 1.2363 -4.4569 1.2918
H 2.3830 -3.0865 1.4144
C -1.4664 -3.1206 1.3624
H -1.4045 -4.1762 1.0704
H -1.6697 -3.0488 2.4360
H -2.2884 -2.6402 0.8226
C -2.1871 2.6198 1.6339
H -3.1781 3.0123 1.3445
H -2.1128 2.5378 2.7314
H -1.3913 3.2965 1.2899
C -3.4060 0.0795 1.4978
H -3.3716 0.0026 2.5952
H -4.2988 0.6505 1.1865
H -3.4472 -0.9389 1.0851
C 1.8858 -0.2547 1.5321
O 3.0569 -0.3205 1.4007
H 0.1661 1.3034 1.0368
S -0.6909 0.0399 6.5972
C -0.6016 -0.0736 5.0298
N -0.4472 -0.1520 3.8360
```

Computed properties:
net charge = +2
LUMO energy = -8.778 eV
orbital gap = 4.9 eV

Charges per atom according to Löwdin partitioning, unit e: -0.01 -0.23 -0.19 -0.12 0.01 -0.03 0.10 -0.13 -0.19 -0.22 -0.02 -0.04 0.01 0.13 0.13 0.12 0.14 0.13 0.12 0.13 0.14 0.53 -0.24 0.10 0.12 -0.25 0.10 0.12 0.80 0.82 -0.21 0.07 0.08 0.06 -0.22 0.08 0.07 0.04 -0.21 0.08 0.06 0.06 -0.22 0.06 0.08 0.04 -0.09 0.20 0.02 0.85 -0.88 -0.10

=====

# 4
Computed, not measured: one molecule with the formula C3H3ClO3S in a non-equilibrium geometry, with the ωB97M-V functional and the def2-TZVPD basis.

XYZ file:
```
11
Properties=species:S:1:pos:R:3
C -0.2781 -0.0455 -0.7190
C 1.0474 0.0288 -1.2070
C -1.3956 -0.1869 1.4100
O -1.2596 0.1230 -1.3278
O 3.5476 0.4081 -0.7180
O -0.2402 -0.2715 0.6396
S 2.3201 0.2688 -0.0179
Cl 1.2124 0.1348 -2.9379
H -1.6658 -1.1715 1.9294
H -2.0632 0.2427 0.7604
H -1.2250 0.4691 2.1883
```

Computed properties:
LUMO energy (spin up / spin down) = -1.591 / -1.592 eV
orbital gap (spin up / spin down) = 8.0 / 8.0 eV

Charges per atom according to Löwdin partitioning, unit e: -0.67 -0.78 -0.05 0.15 -0.53 -0.13 1.03 0.72 0.13 0.06 0.07

=====

# 5
Computed, not measured: a 7-piece molecular cluster, C3H21N3O7 overall in a non-equilibrium geometry, with the ωB97M-V functional and the def2-TZVPD basis.

XYZ file:
```
34
Properties=species:S:1:pos:R:3
C 2.1044 -0.4288 -0.0853
N 1.1592 -1.3656 0.5699
C 1.0604 -1.6011 1.9628
N 2.0421 -1.2752 2.8518
O 0.1091 -2.2509 2.3716
C 1.7055 1.1050 0.0150
N 2.5022 1.8538 -1.1184
H 2.4358 -0.7450 -1.0392
H 3.1588 -0.4159 0.3368
H 0.4598 -1.8026 -0.0117
H 1.9952 -1.5791 3.8338
H 2.7646 -0.5984 2.6160
H 0.6340 1.3627 -0.4087
H 1.5518 1.4525 1.0460
H 1.8287 2.5895 -1.5300
H 3.3646 2.3053 -0.7221
H -0.3260 -1.1319 -2.3424
H 1.2023 -0.6127 -2.2469
O 0.5769 -1.1984 -2.8873
H -3.3914 0.7599 -0.8950
H -3.3326 1.1113 -2.4213
O -3.2616 1.5709 -1.4826
H -1.0186 3.4026 -0.4398
H -0.4657 4.8742 -0.7608
O -0.4673 3.9682 -0.8213
H -0.7313 0.1418 1.7269
H -1.0321 1.5261 0.9937
O -0.4457 1.0745 1.6265
H -1.5367 -1.6875 1.2556
H -3.0539 -1.8049 1.7162
O -2.4237 -1.4636 1.0101
H -3.1305 -1.8288 -2.3681
H -1.6661 -1.2114 -2.6328
O -2.6949 -1.0819 -2.7151
```

Computed properties:
LUMO energy = 0.253 eV
SMILES = NCCNC(N)=O.O.O.O.O.O.O
orbital gap = 9.8 eV

Charges per atom according to Löwdin partitioning, unit e: -0.20 0.08 -0.60 0.17 0.01 -0.23 -0.04 0.07 0.13 0.12 0.13 0.10 0.10 0.08 0.08 0.06 0.05 0.08 -0.13 0.04 0.08 -0.15 -0.05 0.01 0.05 0.03 0.05 -0.08 -0.05 0.09 -0.08 0.02 0.06 -0.06

=====

# 6
Computed, not measured: a 2-piece molecular cluster, CH2I4Si overall in a non-equilibrium geometry, with the ωB97M-V functional and the def2-TZVPD basis.

XYZ file:
```
8
Properties=species:S:1:pos:R:3
C -0.2473 0.7763 0.1258
Si -2.4024 -1.3600 1.6006
I 0.3475 1.5865 1.9677
I -2.7828 -0.0250 3.7748
I -4.7075 -1.4940 0.4860
I -1.7684 -3.7300 2.4614
H -1.1650 1.0867 -0.1492
H 0.1952 -0.1703 -0.2070
```

Computed properties:
LUMO energy (spin up / spin down) = -1.264 / -3.108 eV
orbital gap (spin up / spin down) = 7.5 / 5.7 eV

Charges per atom according to Löwdin partitioning, unit e: -0.54 -0.59 0.69 0.17 0.21 0.19 -0.11 -0.02

=====

# 7
Computed, not measured: one molecule with the formula C24H17N3O3S in a non-equilibrium geometry, with the ωB97M-V functional and the def2-TZVPD basis.

XYZ file:
```
48
Properties=species:S:1:pos:R:3
O -2.0950 -2.8004 1.1815
S 0.9393 -0.6293 -3.9662
N -0.2616 -1.3375 -0.3593
O -1.1563 -0.8499 -2.3531
O -4.2335 -1.9892 1.3611
C -2.9867 -2.0457 0.7829
C 0.1769 -0.8592 -2.5039
C -1.3599 -1.1800 -1.0324
C -2.7137 -1.2387 -0.4147
C -3.7331 -0.4530 -0.9667
C 5.2294 2.4193 -2.4630
C 2.4131 0.1328 4.0083
C -7.4787 -0.2895 1.0212
C -7.2564 0.5229 -0.0818
C 3.8339 2.4427 -2.7399
C 5.7469 1.6351 -1.4420
C 1.8262 -0.9074 3.2976
C 3.0224 1.1432 3.2768
C -6.4267 -1.1195 1.4571
C -5.9823 0.5205 -0.7233
C 3.0125 1.6364 -1.9523
C 4.8967 0.7975 -0.6861
C 1.8805 -0.9759 1.8997
C 3.0779 1.0952 1.8974
C -5.1902 -1.1573 0.8256
C -4.9616 -0.3165 -0.2641
C 3.5361 0.8136 -0.9698
C 2.5274 0.0335 1.1452
N 0.7226 -1.1202 -1.2459
N 2.6732 -0.0234 -0.2602
C 2.1716 -1.1723 -1.0036
H -3.5937 0.1004 -1.8471
H 5.8848 3.0648 -2.9969
H 2.3594 0.1905 5.0954
H -8.4567 -0.2573 1.5033
H -8.0351 1.2034 -0.4555
H 3.4193 3.0423 -3.5443
H 6.8127 1.7212 -1.2424
H 1.3213 -1.7035 3.8552
H 3.4747 1.9779 3.8352
H -6.6138 -1.7124 2.3352
H -5.7989 1.1149 -1.6133
H 1.9669 1.5960 -2.1724
H 5.3325 0.1839 0.1166
H 1.4463 -1.8788 1.4427
H 3.5726 1.9481 1.4313
H 2.7027 -1.1976 -1.9733
H 2.3541 -2.1214 -0.4959
```

Computed properties:
LUMO energy = -0.990 eV
SMILES = O=c1oc2ccccc2cc1-c1nn(CN(c2ccccc2)c2ccccc2)c(=S)o1
orbital gap = 6.9 eV

Charges per atom according to Löwdin partitioning, unit e: 0.11 0.66 0.21 0.08 0.14 -0.36 -0.79 -0.23 0.00 0.09 -0.09 -0.11 -0.06 -0.07 -0.05 -0.08 -0.09 -0.11 0.01 0.00 -0.03 -0.01 -0.04 -0.04 -0.18 -0.17 -0.28 -0.18 -0.06 -0.03 -0.09 0.12 0.09 0.10 0.11 0.11 0.10 0.10 0.11 0.11 0.12 0.12 0.09 0.13 0.09 0.11 0.12 0.13

=====

# 8
Computed, not measured: one molecule with the formula C4H10O2, with the ωB97M-V functional and the def2-TZVPD basis.

XYZ file:
```
16
Properties=species:S:1:pos:R:3
C -1.8714 -1.1109 -0.9019
O -0.5603 -0.9014 -0.4337
C -0.1057 0.4165 -0.7021
C 1.3087 0.5434 -0.1626
C 1.3787 0.5530 1.3851
O 0.1520 0.2531 2.0161
H -1.9432 -0.9128 -1.9824
H -2.1262 -2.1566 -0.7155
H -2.5932 -0.4634 -0.3815
H -0.7797 1.1445 -0.2269
H -0.1185 0.5912 -1.7897
H 1.8847 -0.2963 -0.5673
H 1.7552 1.4595 -0.5671
H 2.1678 -0.1385 1.7171
H 1.6546 1.5484 1.7453
H -0.2035 -0.5297 1.5671
```

Computed properties:
LUMO energy = 1.000 eV
SMILES = COCCCO
orbital gap = 11.0 eV

Charges per atom according to Löwdin partitioning, unit e: -0.11 -0.21 -0.25 -0.15 -0.26 -0.08 0.09 0.09 0.09 0.13 0.12 0.11 0.11 0.11 0.11 0.07